[1]
Below is a structure of composition C6H15AgBrO4P in a non-equilibrium geometry, with properties calculated with ωB97M-V with the def2-TZVPD basis set.

CARTESIAN COORDINATES (ANGSTROEM)
Ag -1.75 -0.88 -7.07
Br -5.32 1.38 -5.45
C 3.13 0.93 -1.73
C 2.49 1.17 -0.40
O 1.81 0.06 0.15
P 0.28 -0.30 -0.24
O -0.05 -0.42 -1.71
O 0.00 -1.61 0.65
C 0.85 -2.21 1.55
C -0.02 -2.84 2.61
O -0.58 0.91 0.51
C -2.04 0.78 0.70
C -2.64 2.20 0.92
H 3.63 -0.03 -1.85
H 2.31 0.88 -2.45
H 3.69 1.82 -2.03
H 3.25 1.34 0.35
H 1.90 2.09 -0.47
H 1.48 -2.91 1.01
H 1.45 -1.43 2.01
H -0.52 -2.15 3.28
H -0.65 -3.61 2.16
H 0.60 -3.35 3.35
H -2.47 0.30 -0.18
H -2.22 0.13 1.56
H -2.51 2.89 0.08
H -3.73 2.15 0.86
H -2.36 2.70 1.85

E_tot: -97977.933 eV
Relative energy (zero: lowest compared OMol25 entry of this formula, charge and spin): 73.5 kcal per mole
Strongest force on any atom: 0.076 hartree/bohr
E_HOMO (spin up / spin down): -12.2061 / -12.2061 eV
Charge: +1
⟨S²⟩: 0.752
Spin multiplicity: 2

Löwdin population analysis, charges in e, atoms 1 to 8: number 1, Ag, carries 0.976; number 2, Br, carries 0.023; number 3, C, carries -0.081; number 4, C, carries -0.290; number 5, O, carries -0.186; number 6, P, carries 0.521; number 7, O, carries -0.290; number 8, O, carries -0.184


[2]
Below is a structure of composition C6H15AlBBr3O5P in a non-equilibrium geometry, with properties calculated with ωB97M-V with the def2-TZVPD basis set.

CARTESIAN COORDINATES (ANGSTROEM)
C 5.23 0.24 -0.30
C 4.11 1.23 0.04
O 2.85 0.64 -0.24
B 1.83 0.67 0.69
O 1.75 1.85 1.46
Al 0.41 -0.95 0.98
C -1.50 -0.32 1.22
C -2.08 0.06 -0.12
C -1.36 1.11 -0.88
O -2.65 1.36 -0.19
P 0.50 -2.69 -0.69
O 1.57 -2.17 -1.88
O 1.53 -3.79 0.04
H 4.79 -0.61 -0.82
H 5.71 -0.14 0.60
H 5.99 0.69 -0.95
H 4.19 1.55 1.08
H 4.22 2.13 -0.57
H 1.68 1.60 2.39
H 0.88 -1.70 2.37
H -1.62 0.56 1.85
H -2.14 -1.13 1.57
H -2.51 -0.76 -0.71
H -0.55 1.64 -0.39
H -1.66 1.38 -1.89
H 1.25 -1.34 -2.24
H 1.41 -3.72 0.99
C -6.80 0.42 -0.76
Br -7.16 2.10 -1.63
Br -4.92 0.18 -0.49
Br -7.80 0.26 0.89
H -7.17 -0.36 -1.42

E_tot: -243393.857 eV
Strongest force on any atom: 0.046 hartree/bohr
E_HOMO: -3.2009 eV
Charge: -1

Löwdin population analysis, charges in e, atoms 1 to 8: number 1, C, carries -0.067; number 2, C, carries -0.259; number 3, O, carries -0.034; number 4, B, carries -0.657; number 5, O, carries 0.040; number 6, Al, carries 0.305; number 7, C, carries -0.245; number 8, C, carries -0.551


[3]
Below is a structure of composition C6H15BBeCl13 in a non-equilibrium geometry, with properties calculated with ωB97M-V with the def2-TZVPD basis set.

CARTESIAN COORDINATES (ANGSTROEM)
Be -10.47 -8.19 8.28
B -8.18 -7.66 8.76
H -8.42 -8.75 8.96
H -8.34 -7.37 7.68
H -8.89 -7.07 9.43
H -7.12 -7.42 9.05
C -7.57 -4.14 8.70
Cl -6.29 -4.12 9.93
Cl -7.23 -2.90 7.46
Cl -9.12 -3.86 9.52
H -7.57 -5.10 8.20
C -6.22 -7.48 11.72
Cl -5.98 -6.52 13.20
Cl -5.32 -9.00 11.69
H -7.29 -7.68 11.68
H -5.92 -6.85 10.89
C -5.81 -7.16 5.88
Cl -6.95 -8.02 4.82
Cl -5.43 -5.52 5.25
H -6.30 -7.09 6.84
H -4.85 -7.67 5.94
C -5.64 -10.44 8.52
Cl -3.93 -9.92 8.35
Cl -6.51 -10.41 6.95
H -5.79 -11.39 9.02
H -6.17 -9.73 9.15
C -9.80 -4.83 4.84
Cl -10.11 -5.96 6.22
Cl -10.09 -5.58 3.29
H -10.47 -3.97 4.90
H -8.76 -4.49 4.91
C -9.37 -12.95 8.25
Cl -10.08 -13.05 6.65
Cl -9.45 -11.29 8.85
H -9.91 -13.63 8.91
H -8.35 -13.33 8.21

E_tot: -170320.795 eV
Relative energy (zero: lowest compared OMol25 entry of this formula, charge and spin): 27.5 kcal per mole
Strongest force on any atom: 0.092 hartree/bohr
E_HOMO: -13.1250 eV
Charge: +1

Löwdin population analysis, charges in e, atoms 1 to 8: number 1, Be, carries 1.138; number 2, B, carries -0.448; number 3, H, carries -0.070; number 4, H, carries -0.072; number 5, H, carries -0.020; number 6, H, carries 0.043; number 7, C, carries -1.518; number 8, Cl, carries 0.563


[4]
Below is a structure of composition C6H15BF4InNO2 in a non-equilibrium geometry, with properties calculated with ωB97M-V with the def2-TZVPD basis set.

CARTESIAN COORDINATES (ANGSTROEM)
In 0.52 0.81 0.87
B 3.76 0.07 1.95
F 4.87 0.08 1.14
F 4.12 -0.17 3.25
F 3.10 1.32 1.84
F 2.80 -0.84 1.53
C 0.70 -2.85 1.49
O -0.25 -1.96 0.87
C -0.96 -2.47 -0.23
C -1.54 -1.17 -0.81
N -0.43 -0.36 -1.26
C -0.79 0.76 -2.14
C -1.49 1.88 -1.38
O -0.79 2.27 -0.22
C -1.14 3.59 0.24
H 0.28 -3.85 1.60
H 0.89 -2.55 2.52
H 1.68 -2.98 1.02
H -1.73 -3.20 0.04
H -0.30 -3.03 -0.91
H -2.22 -0.65 -0.14
H -2.22 -1.38 -1.65
H 0.17 -1.05 -1.73
H -1.49 0.35 -2.88
H 0.11 1.09 -2.64
H -2.51 1.58 -1.13
H -1.57 2.68 -2.13
H -0.54 3.94 1.07
H -2.21 3.79 0.35
H -0.82 4.29 -0.55

E_tot: -28752.675 eV
Relative energy (zero: lowest compared OMol25 entry of this formula, charge and spin): 0.0 kcal per mole
Strongest force on any atom: 0.071 hartree/bohr
E_HOMO: -17.6871 eV
Charge: +2

Löwdin population analysis, charges in e, atoms 1 to 8: number 1, In, carries 1.759; number 2, B, carries -1.290; number 3, F, carries 0.197; number 4, F, carries 0.197; number 5, F, carries 0.117; number 6, F, carries 0.122; number 7, C, carries -0.050; number 8, O, carries -0.245